Molecular formula: C4H8O3
Method: DFT, ωB97M-V/def2-TZVPD

Structure (XYZ):
```
15
C4H8O3, DFT ωB97M-V/def2-TZVPD
C 0.22005 0.10364 1.85025
C -0.84233 0.90545 1.11785
O -0.39961 1.10861 -0.23333
C -0.49243 0.02027 -1.01905
O -1.45638 -0.69943 -1.11574
C 0.83670 -0.29806 -1.64939
O 0.76340 -1.39698 -2.50075
H 0.35991 -0.88011 1.38888
H 1.18683 0.61694 1.81897
H -0.06357 -0.05503 2.89229
H -0.95226 1.90341 1.53860
H -1.81843 0.41434 1.11429
H 1.25354 0.58065 -2.15572
H 1.47744 -0.48639 -0.76800
H -0.07286 -1.83731 -2.27914
```

The calculation puts the HOMO energy at -10.67 eV. Its energy above the lowest of the compared OMol25 structures with the same formula, charge and spin is 24.6 kcal per mole. The frontier orbital gap comes out at 11.5 eV. As for the LUMO energy: 0.833 eV.

Molecular formula: C54H99N15O18
Method: DFT, ωB97M-V/def2-TZVPD

Structure (XYZ):
```
186
C54H99N15O18, DFT ωB97M-V/def2-TZVPD
C -0.16371 2.04841 -4.68773
O 0.10225 1.07552 -3.95338
N -0.76982 2.00121 -5.85027
C -1.02298 3.17636 -6.55939
C -1.12220 0.74214 -6.41038
H 0.00891 3.07685 -4.33457
H -0.97511 4.06959 -5.93653
H -1.96363 3.03976 -7.09288
H -0.40483 3.21558 -7.45631
H -2.19757 0.74788 -6.58828
H -0.63222 0.62964 -7.37752
H -0.85618 -0.16233 -5.86332
C -2.93027 -4.02321 -2.53194
O -3.84729 -4.51235 -3.20585
N -2.25472 -4.80203 -1.66863
C -1.16189 -4.25790 -0.83720
C -2.62565 -6.21011 -1.38506
H -2.59343 -2.97503 -2.53773
H -0.13900 -4.52990 -1.09758
H -1.29048 -4.53364 0.20948
H -1.06815 -3.17728 -0.94475
H -3.50188 -6.49497 -1.96745
H -1.87375 -6.93625 -1.69405
H -2.89704 -6.31888 -0.33500
C -3.79057 0.43743 2.11194
O -3.89333 0.39694 3.31809
N -4.87101 0.66661 1.30063
C -4.64527 0.67979 -0.10316
C -6.23090 0.77418 1.73921
H -2.83592 0.29293 1.58282
H -5.06876 -0.22389 -0.54148
H -3.63646 0.77810 -0.50410
H -5.21566 1.54456 -0.44215
H -6.89466 1.45593 1.20749
H -6.57554 -0.24863 1.58695
H -6.36693 0.99145 2.79864
C 1.78849 1.48227 6.53310
O 2.32758 2.41126 7.20969
N 0.48050 1.17557 6.62455
C -0.21107 0.32116 5.66119
C -0.35754 1.89386 7.53730
H 2.32090 0.88943 5.77330
H 0.35342 -0.27360 4.94305
H -0.98278 0.90302 5.15722
H -0.81417 -0.45824 6.12692
H 0.16907 2.43962 8.32021
H -1.11989 2.53413 7.09350
H -0.76791 1.14064 8.20989
C 6.72291 1.95957 3.08383
O 6.04026 2.76615 3.61184
N 6.19516 0.85063 2.51504
C 4.77462 0.54706 2.61564
C 6.97208 -0.12422 1.76758
H 7.79478 2.01155 2.83767
H 4.37384 0.76402 1.62548
H 4.24941 1.11381 3.38444
H 4.63170 -0.50082 2.87949
H 7.32780 -0.93499 2.40336
H 6.38513 -0.56075 0.95948
H 7.78701 0.46571 1.34810
C 0.73452 3.86363 3.60237
O 0.74558 2.59504 3.45618
N 1.76396 4.60131 3.21910
C 3.03417 4.12085 2.73175
C 1.67484 6.05177 3.27719
H -0.15888 4.40913 3.94364
H 3.10798 3.05186 2.53197
H 3.75195 4.35538 3.51781
H 3.28454 4.62010 1.79572
H 1.60792 6.36707 2.23593
H 0.71066 6.41598 3.63191
H 2.47953 6.48427 3.87176
C 4.55321 -3.36532 0.83043
O 4.45938 -2.99175 -0.35169
N 3.49781 -3.41486 1.66832
C 3.67667 -3.64397 3.15800
C 2.13103 -3.16065 1.15614
H 5.48850 -3.77065 1.24654
H 3.35655 -2.82859 3.80668
H 4.71274 -3.87852 3.40219
H 3.06350 -4.47545 3.50549
H 2.14151 -3.02684 0.07444
H 1.48639 -3.96841 1.50266
H 1.91906 -2.16856 1.55477
C 2.98195 6.42367 -0.47651
O 3.32984 7.60218 -0.72911
N 1.64568 6.14160 -0.28787
C 1.19302 4.75682 -0.35417
C 0.63888 7.19026 -0.40319
H 3.67145 5.59391 -0.25675
H 0.41357 4.69898 0.40558
H 1.98874 4.01285 -0.31652
H 0.73755 4.46127 -1.29932
H -0.00562 7.23717 -1.28099
H -0.05725 7.08417 0.42883
H 1.10181 8.17328 -0.31678
C -4.59774 -5.19555 1.81659
O -3.73450 -5.28216 2.69460
N -4.86688 -4.07686 1.05157
C -5.90801 -4.14585 0.01265
C -4.35884 -2.73822 1.29716
H -5.17017 -6.08251 1.50380
H -5.49170 -3.82636 -0.94271
H -6.75567 -3.51192 0.27284
H -6.32928 -5.13740 -0.15302
H -5.10702 -1.96271 1.13307
H -3.96570 -2.51826 2.28971
H -3.51759 -2.53093 0.63578
C -0.29138 -0.46274 -0.62976
O -1.50544 -0.77121 -0.64854
N 0.41450 -0.08272 0.48399
C 1.68243 0.65443 0.42052
C -0.27128 -0.17539 1.78445
H 0.38202 -0.33219 -1.49096
H 2.10285 0.84330 -0.56724
H 2.37355 -0.06594 0.85812
H 1.62111 1.47455 1.13589
H -0.78376 0.70996 2.16076
H -1.05874 -0.92750 1.73626
H 0.43140 -0.55403 2.52673
C 0.53343 -3.70840 5.01961
O 0.91936 -2.55483 4.83200
N -0.34714 -4.32225 4.23983
C -0.62245 -5.72867 4.17763
C -0.83465 -3.65265 3.00495
H 0.94461 -4.32198 5.83610
H -1.68329 -5.97539 4.22069
H -0.12731 -6.24019 5.00303
H -0.32075 -6.07562 3.18935
H -1.86530 -3.35494 3.19793
H -0.28947 -2.78929 2.62353
H -0.75218 -4.27942 2.11700
C -4.33906 -0.94605 -5.44009
O -5.39342 -1.28984 -5.98330
N -4.25141 -0.76541 -4.12186
C -3.02755 -0.35861 -3.45318
C -5.45409 -0.78290 -3.29509
H -3.38877 -0.81185 -5.97964
H -2.89938 -0.93432 -2.53652
H -3.14880 0.67670 -3.13459
H -2.11995 -0.40339 -4.05513
H -6.40930 -0.84927 -3.81593
H -5.43263 -1.57422 -2.54579
H -5.62748 0.11859 -2.70742
C 1.02693 -2.01778 -3.81462
C 0.18340 -3.08815 -4.23140
C 0.42548 -4.37711 -3.80712
C 1.67553 -4.66798 -3.20051
C 2.52532 -3.59891 -2.81999
C 2.21333 -2.30437 -3.13255
N 2.10470 -6.06564 -2.96665
O 2.86836 -6.27821 -2.04905
O 1.62193 -6.98162 -3.62134
H 0.80740 -1.04280 -4.22402
H -0.60974 -2.81397 -4.91121
H -0.23626 -5.13718 -4.19543
H 3.51032 -3.67586 -2.38382
H 2.96314 -1.56534 -2.89167
C -2.07273 4.17629 0.83049
C -2.86724 5.22200 0.43170
C -3.32736 5.29747 -0.90078
C -2.93839 4.31560 -1.79235
C -2.13948 3.26109 -1.35239
C -1.73663 3.18440 -0.05700
N -3.40948 4.29068 -3.20977
O -4.14702 5.19070 -3.60163
O -3.05779 3.36269 -3.90927
H -1.75446 4.16650 1.86249
H -3.06478 6.07582 1.06285
H -3.97662 6.09947 -1.21960
H -1.72967 2.52215 -2.02502
H -1.06873 2.40271 0.27358
C 5.56314 -0.08626 -4.25037
C 5.30304 -0.38614 -2.87938
C 4.69925 0.57849 -2.15583
C 4.31991 1.78629 -2.75587
C 4.50463 2.05583 -4.08691
C 5.01888 1.06349 -4.83943
N 3.74674 2.86790 -1.87723
O 3.09502 3.75073 -2.41323
O 3.97486 2.77811 -0.65312
H 6.09805 -0.86009 -4.78089
H 5.61203 -1.25265 -2.31360
H 4.45747 0.34414 -1.12967
H 4.20032 2.99168 -4.53186
H 5.16160 1.16801 -5.90485
```

The spin multiplicity is 2. The calculation puts the HOMO energy (spin up / spin down) at -2.26 / -6.02 eV. Its charge is -1. The frontier orbital gap (spin up / spin down) comes out at 3.0 / 6.8 eV. As for the LUMO energy (spin up / spin down): 0.777 / 0.778 eV. Its expectation value of S² is 0.765.

Molecular formula: BF4H8KO4
Method: DFT, ωB97M-V/def2-TZVPD

Structure (XYZ):
```
18
BF4H8KO4, DFT ωB97M-V/def2-TZVPD
K -0.48356 -0.45593 0.14663
B 1.20729 -1.00086 -1.28720
F 2.38856 -1.54814 -1.68388
F 0.38268 -2.05072 -1.03482
F 1.34440 -0.05879 -0.26852
F 0.60913 -0.44876 -2.40671
O 0.17182 1.38274 -0.08191
H 0.49823 2.06360 0.50642
H 0.55800 1.59454 -0.93175
O -1.37611 0.65582 1.44208
H -1.34779 1.46157 0.92615
H -1.05715 0.91335 2.30704
O 1.31057 -0.84271 1.35148
H 1.92796 -1.16733 2.00697
H 0.88727 -1.63027 1.00970
O -1.98231 0.22212 -0.68200
H -2.23710 1.07529 -0.33071
H -2.80191 -0.16550 -0.98897
```

The calculation puts the HOMO energy at -9.74 eV. The frontier orbital gap comes out at 9.3 eV. As for the LUMO energy: -0.462 eV.